16
Properties=species:S:1:pos:R:3 method="wB97M-V/def2-TZVPD" homo_ev=-11.66 largest_force_ev_per_a=0.8 e_lumo_ev=1.2 smiles=CC.CC orbital_gap_ev=12.8362 e_tot_ha=-159.5832
C 0.85 -1.79 1.18
C 0.12 2.10 -0.08
H 0.58 1.29 0.48
H 0.83 -0.76 1.55
H 0.09 -1.36 -0.81
H 0.61 -2.41 2.05
H 1.89 -2.04 0.93
H 0.92 2.69 -0.51
C -0.87 1.68 -1.15
H -1.66 1.04 -0.75
H -0.06 -3.00 -0.38
H -1.31 2.55 -1.64
H -1.16 -1.80 0.31
H -0.34 2.72 0.69
H -0.37 1.08 -1.91
C -0.12 -2.00 0.05